1.
Formula: C33H44NO2P2SSn
Source: the OMol25 dataset
Level of theory: the ωB97M-V functional and the def2-TZVPD basis

Structure (XYZ):
```
84
Properties=species:S:1:pos:R:3:forces:R:3
Sn -0.66914 0.03855 -0.56991 -0.3020 -0.2636 -0.0488
C 1.54001 0.93193 -3.80136 0.0254 0.0279 -0.0049
C 1.82114 1.92272 -2.66842 -0.0143 0.0548 0.0163
C 3.15551 2.64870 -2.85408 0.0034 -0.0062 -0.0166
P 1.57767 1.11624 -1.04516 -0.0494 0.1218 -0.0406
C 2.00968 2.20916 0.36391 -0.0048 -0.0102 0.0211
C 3.50861 2.25258 0.65994 0.0024 -0.0154 -0.0104
C 1.40119 3.59731 0.16024 -0.0376 0.0197 -0.0248
C 2.47122 -0.43392 -0.87265 0.0871 0.0836 -0.0898
C 3.62775 -0.74043 -1.59450 0.0102 0.0000 -0.0155
C 4.24920 -1.97053 -1.47187 -0.0199 -0.0066 0.0115
C 5.49252 -2.30066 -2.24858 0.0110 -0.0129 0.0003
C 3.66411 -2.91094 -0.61922 0.0273 0.0079 -0.0241
C 2.51575 -2.63146 0.09195 -0.0217 -0.0056 0.0322
C 1.91069 -1.37645 -0.00141 -0.1548 -0.0836 0.1432
N 0.70672 -1.05270 0.64904 0.0330 0.0222 0.1075
C 0.49280 -1.21334 2.00721 -0.0321 0.0086 -0.1129
C 1.49135 -1.67664 2.88267 -0.0076 -0.0050 -0.0133
C 1.23594 -1.87259 4.22132 0.0063 0.0105 0.0195
C -0.01591 -1.62293 4.79191 0.0110 -0.0061 -0.0125
C -0.26987 -1.87078 6.25247 -0.0105 -0.0003 0.0096
C -0.98811 -1.11578 3.95576 0.0026 -0.0135 0.0241
C -0.75811 -0.88124 2.59198 0.0548 0.0147 -0.0718
P -2.00561 -0.13555 1.55643 0.0372 -0.0438 -0.0318
C -2.57824 1.49887 2.16377 0.0145 0.0387 -0.0418
C -1.58558 2.57762 1.72566 0.0104 -0.0086 0.0050
C -2.82714 1.57509 3.66971 -0.0155 -0.0113 0.0281
C -3.43454 -1.24982 1.26581 0.0340 -0.0376 0.0218
C -2.92471 -2.67014 1.01602 -0.0093 0.0108 0.0088
C -4.47127 -1.21596 2.38708 -0.0210 0.0306 0.0009
H 1.47311 1.48867 -4.73610 0.0028 -0.0072 -0.0061
H 0.59768 0.40322 -3.66644 -0.0105 -0.0183 -0.0066
H 2.33453 0.19195 -3.89801 -0.0018 -0.0050 0.0075
H 1.01330 2.66354 -2.67348 0.0657 -0.0460 0.0119
H 3.15298 3.10938 -3.84293 0.0041 0.0025 -0.0004
H 4.01316 1.97883 -2.80999 0.0012 -0.0011 0.0006
H 3.30578 3.44297 -2.12586 0.0020 -0.0034 0.0016
H 1.51466 1.71831 1.21157 0.0123 0.0080 -0.0160
H 4.07050 2.71137 -0.15362 -0.0094 -0.0044 0.0026
H 3.91241 1.25594 0.83717 -0.0003 0.0040 -0.0005
H 3.67706 2.85031 1.55680 -0.0005 0.0033 0.0014
H 1.95883 4.16389 -0.58518 -0.0058 0.0039 0.0021
H 1.44158 4.15615 1.09552 -0.0001 0.0056 0.0060
H 0.35974 3.55538 -0.16615 0.0362 0.0075 0.0019
H 4.05857 -0.00787 -2.26392 -0.0137 -0.0013 0.0034
H 5.87896 -1.42528 -2.76844 -0.0003 -0.0007 -0.0019
H 5.29161 -3.07229 -2.99348 0.0008 -0.0018 0.0016
H 6.27645 -2.67732 -1.59113 0.0031 0.0005 -0.0009
H 4.11571 -3.89154 -0.52404 0.0061 0.0006 -0.0042
H 2.06600 -3.38856 0.72081 0.0011 -0.0003 0.0035
H 2.47821 -1.88981 2.49870 0.0061 -0.0005 -0.0063
H 2.03798 -2.24002 4.85172 0.0002 -0.0011 0.0035
H 0.04476 -2.87367 6.54227 -0.0038 -0.0022 -0.0012
H -1.32808 -1.76946 6.49071 0.0024 0.0024 0.0046
H 0.28201 -1.16318 6.87368 0.0033 -0.0011 0.0022
H -1.96303 -0.89302 4.37160 0.0012 0.0009 -0.0011
H -3.52068 1.64613 1.62524 0.0057 0.0138 -0.0078
H -0.58776 2.37184 2.12669 -0.0189 -0.0020 0.0037
H -1.89658 3.54819 2.11451 -0.0055 -0.0047 0.0113
H -1.53752 2.65658 0.63855 -0.0148 -0.0103 0.0363
H -1.89179 1.47616 4.22150 -0.0091 0.0088 -0.0049
H -3.52408 0.81885 4.02918 0.0225 0.0198 -0.0070
H -3.24931 2.55339 3.90245 -0.0033 -0.0008 0.0042
H -3.88239 -0.85763 0.34609 -0.0140 0.0042 0.0020
H -2.46629 -3.08073 1.91711 -0.0036 0.0056 -0.0021
H -2.19652 -2.71519 0.20543 0.0151 0.0007 -0.0119
H -3.76509 -3.30780 0.74005 0.0023 -0.0001 -0.0010
H -4.04939 -1.56819 3.33018 0.0047 0.0023 0.0006
H -5.29139 -1.88617 2.12737 -0.0063 -0.0026 0.0001
H -4.89342 -0.22192 2.53737 0.0093 -0.0320 -0.0054
O -1.21155 2.40989 -2.96869 0.2475 0.5797 -0.2627
C -1.91779 1.50914 -2.60225 -0.4316 -0.3959 0.3284
O -2.17085 1.26606 -1.31145 0.3405 0.0149 -0.0965
C -2.52572 0.51374 -3.53741 0.1687 -0.2288 0.1305
C -3.38864 0.94251 -4.53564 -0.0097 0.0347 -0.0558
C -3.95681 0.03771 -5.41672 0.0098 0.0107 -0.0021
C -3.63774 -1.30724 -5.31313 0.0021 0.0015 0.0060
C -2.76516 -1.74564 -4.32990 -0.0062 -0.0004 0.0002
C -2.20610 -0.84713 -3.42496 -0.1119 0.0486 0.0059
S -1.05059 -1.59828 -2.27780 0.0275 0.0622 0.0215
H -3.61053 1.99903 -4.61422 0.0095 0.0043 0.0023
H -4.63714 0.38159 -6.18350 0.0022 0.0032 -0.0013
H -4.06508 -2.02372 -6.00182 -0.0033 -0.0016 0.0029
H -2.51216 -2.79601 -4.26171 -0.0019 -0.0020 0.0035
```
Forces are in eV/Å.

Output
Highest occupied orbital energy: -10.187 eV
LUMO: -2.56 eV
Net charge: +1

=====

2.
Formula: H22KrO11
Source: the OMol25 dataset
Level of theory: the ωB97M-V functional and the def2-TZVPD basis

Structure (XYZ):
```
34
Properties=species:S:1:pos:R:3:forces:R:3
Kr 0.14166 -0.07814 0.54715 0.0925 0.0440 0.0896
O 4.20970 0.45350 1.15873 -0.2895 -0.2288 -0.2110
H 3.70891 0.56135 1.96732 -0.1801 0.1533 0.4553
H 5.12489 0.47959 1.43796 0.3565 0.0985 -0.0035
O -0.21434 3.93942 0.76744 0.2985 0.5852 -0.0857
H 0.23201 3.09955 0.65960 0.2798 -0.1294 -0.1363
H -1.14529 3.71700 0.77661 -0.0635 -0.2254 0.1666
O 2.58301 2.67566 -0.05880 -0.3228 0.1965 0.1523
H 2.91530 2.60478 -0.95367 0.0178 0.0404 -0.2386
H 2.92470 1.90013 0.38620 0.2978 -0.1954 -0.0087
O -3.12371 -1.99077 0.16114 -0.4870 0.3325 0.3278
H -3.11118 -2.66313 0.84232 -0.0110 -0.3946 0.0448
H -2.27928 -2.08081 -0.28052 0.7506 -0.2151 -0.6344
O -2.46609 2.46646 1.33576 -0.0534 0.2432 -0.3392
H -3.20949 3.05909 1.44699 -0.2727 0.1548 -0.0286
H -2.62446 1.76219 1.96438 -0.1399 -0.7044 0.2935
O 2.01686 -3.22235 -1.11044 -0.4779 -0.4197 -0.7570
H 2.37517 -2.86978 -0.29587 0.4200 0.3026 0.8177
H 2.42066 -2.69385 -1.79882 0.1109 0.0714 -0.2363
O -0.66761 -2.71337 -1.32905 -1.0498 0.2170 0.1273
H -0.59032 -2.62603 -2.27912 -0.1430 0.0319 -0.2176
H 0.23542 -2.78896 -1.02075 0.7565 -0.2787 0.0581
O -3.31718 -0.16779 2.18459 0.0536 0.7282 0.8558
H -4.05558 -0.63886 2.57070 -0.1677 0.0247 0.1219
H -3.06442 -0.69663 1.42784 0.0701 -0.4283 -0.8455
O -0.96814 0.34204 -3.72217 0.1438 -0.2806 -0.5026
H -1.10851 0.57280 -2.80387 -0.3526 0.3322 0.5983
H -0.09327 -0.04587 -3.74112 0.1881 -0.0460 -0.1077
O 3.22768 -2.25455 1.06235 -0.2320 -0.4106 0.2379
H 3.43113 -1.32017 1.02027 0.2210 0.6148 -0.1051
H 4.07963 -2.68812 1.01288 0.2482 -0.2099 0.0595
O -2.24890 1.31099 -1.38377 0.1707 -0.1678 -0.4368
H -3.13381 0.95558 -1.46654 -0.2221 -0.1475 -0.0866
H -2.20507 1.63902 -0.48560 -0.0112 0.3109 0.5749
```
Forces are in eV/Å.

Output
Highest occupied orbital energy: -10.198 eV
LUMO: -0.28 eV
Net charge: 0

=====

3.
Formula: C16H13AsAuF6N5
Source: the OMol25 dataset
Level of theory: the ωB97M-V functional and the def2-TZVPD basis

Structure (XYZ):
```
42
Properties=species:S:1:pos:R:3:forces:R:3
Au -0.07623 0.40713 0.32370 -0.5158 0.3780 -0.0120
N 1.97399 0.65760 1.18048 -0.0271 0.1988 0.3153
C 3.03094 0.22751 1.25845 1.1990 -0.1663 0.2609
C 4.40333 -0.18199 1.29442 -0.2625 0.1994 -0.1673
C 4.80888 -1.39261 1.87651 -0.0441 -0.2771 0.0944
N 5.15833 -2.39567 2.33986 -0.1315 0.4086 -0.1364
C 5.32706 0.67025 0.64265 -0.0114 0.0498 -0.0471
N 6.03223 1.39547 0.08166 -0.2140 -0.2137 0.1901
N 1.78991 2.62256 -1.03312 -0.4117 0.1367 0.2981
C 0.69892 3.21350 -0.49009 0.2436 -0.4104 -0.3778
C 0.63775 4.61060 -0.36700 0.0484 0.2229 0.0069
C -0.49299 5.20065 0.11675 -0.0056 0.1213 0.0181
C -1.60220 4.41200 0.45799 0.0099 0.2441 -0.0321
C -1.48654 3.06711 0.33752 0.2864 -0.1488 -0.0597
N -0.34613 2.45569 -0.09913 -0.1849 -0.3185 0.2520
H 2.56222 3.17924 -1.34815 0.0376 0.0505 -0.0323
H 1.82370 1.63294 -1.19089 0.0352 -0.0878 -0.1134
H 1.49561 5.19700 -0.67018 -0.0371 -0.0224 0.0178
H -0.53406 6.27688 0.22483 -0.0099 -0.0241 -0.0288
H -2.52662 4.84748 0.80759 0.0334 -0.0117 -0.0011
H -2.31982 2.43174 0.58159 0.0328 -0.0605 0.0640
C -2.13853 0.09115 -0.15818 -0.1362 0.5732 -0.0434
C -2.43108 -1.28252 -0.28975 -0.1139 -0.7989 0.1140
C -2.52421 -1.87621 -1.56547 0.0208 0.3347 0.0565
C -2.88372 -3.19146 -1.68318 -0.0988 -0.3262 0.0332
C -3.13972 -3.93974 -0.53360 -0.0236 -0.1229 -0.1648
C -3.05110 -3.37647 0.73505 -0.0499 -0.3148 0.0344
C -2.68730 -2.06524 0.86360 0.0603 0.5195 -0.1505
H -2.52345 0.54965 0.75551 0.1000 -0.0329 -0.0614
H -2.25048 0.69849 -1.05467 0.0156 -0.0035 0.0918
H -2.31569 -1.27911 -2.44695 -0.0013 -0.0379 0.0654
H -2.95885 -3.64863 -2.66023 -0.0020 -0.0283 0.0341
H -3.39847 -4.98786 -0.62870 -0.0292 0.0651 -0.0143
H -3.25031 -3.97802 1.61067 0.0049 -0.0099 -0.0080
H -2.59602 -1.61195 1.84516 -0.0316 -0.0009 -0.0441
F 0.28426 -1.61850 0.99948 -0.1774 0.4719 0.1405
As 1.14353 -2.74328 -0.19270 0.3840 -0.5694 -0.4630
F 2.01983 -3.32577 1.14355 0.0393 -0.0485 0.1917
F -0.13309 -3.83739 0.05073 -0.1687 -0.1382 0.1052
F 1.91551 -3.73287 -1.33191 0.0394 -0.0092 -0.0358
F 0.22757 -1.89453 -1.39352 -0.1048 0.1497 -0.2693
F 2.33306 -1.48481 -0.39034 0.2024 0.0587 -0.1218
```
Forces are in eV/Å.

Output
Highest occupied orbital energy (spin up / spin down): -12.382 / -12.393 eV
LUMO (spin up / spin down): -5.41 / -6.68 eV
2S+1: 2
Net charge: +1

=====

The evaluated relative energy (zero: lowest compared OMol25 entry of this formula, charge and spin) for the records listed, in turn: 0.00, 24.80, 0.00 kJ/mol.